(1)
{"formula": "C21H66N2O12", "method": "ωB97M-V/def2-TZVPD", "e_homo_ev": -9.3, "fmax_ev_per_a": 7.449, "energy_ha": -1851.8193, "orbital_gap_ev": 9.4, "de_lowest_kcal_mol": 57.5, "smiles": "NC(N)=O.CCO.CCO.CCO.CCO.CCO.CCO.CCO.CCO.CCO.CO.CO", "lumo_energy_ev": 0.1, "species": ["C", "C", "O", "H", "H", "H", "H", "H", "H", "C", "C", "O", "H", "H", "H", "H", "H", "H", "C", "C", "O", "H", "H", "H", "H", "H", "H", "C", "C", "O", "H", "H", "H", "H", "H", "H", "C", "C", "O", "H", "H", "H", "H", "H", "H", "C", "C", "O", "H", "H", "H", "H", "H", "H", "C", "C", "O", "H", "H", "H", "H", "H", "H", "C", "C", "O", "H", "H", "H", "H", "H", "H", "C", "C", "O", "H", "H", "H", "H", "H", "H", "C", "O", "N", "N", "H", "H", "H", "H", "C", "O", "H", "H", "H", "H", "C", "O", "H", "H", "H", "H"], "xyz": [[2.40, -20.01, -21.49], [3.91, -20.07, -21.91], [4.53, -21.10, -21.16], [2.19, -19.72, -20.40], [2.02, -20.91, -21.68], [1.86, -19.32, -22.17], [4.47, -19.20, -21.89], [4.04, -20.44, -22.90], [5.36, -21.20, -21.55], [4.94, -14.87, -24.44], [3.97, -14.89, -25.56], [4.03, -13.60, -26.18], [4.86, -13.98, -23.78], [6.00, -14.76, -24.74], [4.88, -15.74, -23.81], [3.07, -15.08, -24.99], [4.02, -15.63, -26.29], [4.86, -13.61, -26.56], [2.56, -11.19, -23.62], [3.71, -10.25, -23.28], [3.08, -9.03, -22.95], [1.85, -11.32, -22.80], [3.02, -12.14, -23.96], [2.03, -10.82, -24.54], [4.43, -10.12, -24.09], [4.15, -10.55, -22.36], [3.08, -8.88, -21.99], [4.41, -18.55, -18.69], [4.39, -17.04, -18.95], [5.55, -16.30, -18.64], [4.95, -19.18, -19.42], [3.43, -18.81, -18.69], [4.76, -18.70, -17.62], [3.51, -16.64, -18.43], [4.23, -16.87, -20.05], [5.43, -16.15, -17.70], [-0.44, -17.28, -23.66], [-0.16, -16.02, -24.56], [-0.67, -15.00, -23.76], [-0.18, -16.96, -22.63], [0.11, -18.10, -23.96], [-1.50, -17.48, -23.75], [-0.74, -16.22, -25.47], [0.91, -15.80, -24.77], [-0.04, -14.78, -23.08], [2.54, -16.16, -22.16], [2.65, -14.85, -21.35], [1.53, -14.16, -21.64], [1.76, -16.80, -21.88], [3.51, -16.64, -22.16], [2.51, -15.96, -23.22], [3.50, -14.32, -21.82], [2.82, -15.07, -20.31], [1.46, -13.36, -21.12], [0.15, -18.13, -18.29], [0.60, -17.28, -19.46], [0.40, -15.92, -19.34], [-0.88, -18.05, -18.03], [0.82, -18.05, -17.46], [0.20, -19.18, -18.57], [0.12, -17.69, -20.39], [1.63, -17.37, -19.68], [0.44, -15.52, -20.23], [-2.32, -11.25, -21.98], [-1.28, -12.22, -22.48], [-0.63, -11.56, -23.52], [-1.89, -10.49, -21.33], [-3.03, -11.84, -21.37], [-2.94, -10.76, -22.77], [-1.81, -13.14, -22.73], [-0.43, -12.50, -21.84], [-1.09, -11.69, -24.38], [4.47, -19.54, -25.68], [4.04, -18.25, -24.93], [2.69, -18.13, -24.97], [4.14, -20.41, -24.99], [5.46, -19.73, -25.95], [3.80, -19.61, -26.51], [4.42, -17.44, -25.53], [4.54, -18.31, -23.93], [2.42, -17.60, -25.77], [7.32, -17.42, -21.58], [6.06, -17.00, -22.10], [8.33, -17.78, -22.34], [7.68, -17.17, -20.37], [8.12, -17.78, -23.38], [9.20, -18.11, -22.01], [6.88, -16.67, -19.82], [8.63, -17.00, -20.15], [6.17, -14.13, -21.16], [6.21, -12.66, -21.26], [7.16, -14.49, -20.85], [5.94, -14.55, -22.12], [5.34, -14.55, -20.60], [6.07, -12.27, -20.36], [2.60, -11.78, -19.81], [1.26, -12.24, -19.91], [3.32, -12.57, -19.46], [2.47, -11.06, -19.01], [3.07, -11.41, -20.73], [0.99, -12.69, -19.06]]}

***

(2)
{"formula": "H12O6", "method": "ωB97M-V/def2-TZVPD", "e_homo_ev": -10.3, "fmax_ev_per_a": 2.574, "energy_ha": -458.6131, "orbital_gap_ev": 10.1, "de_lowest_kcal_mol": 37.2, "smiles": "O.O.O.O.O.O", "lumo_energy_ev": -0.2, "species": ["O", "H", "H", "O", "H", "H", "O", "H", "H", "O", "H", "H", "O", "H", "H", "O", "H", "H"], "xyz": [[-0.31, 1.24, 0.49], [-1.24, 1.23, 0.26], [0.17, 1.56, -0.28], [-2.62, -0.56, -0.51], [-2.72, -0.10, -1.32], [-1.90, -1.16, -0.56], [1.67, 0.38, 2.15], [1.84, -0.46, 1.80], [1.00, 0.71, 1.54], [1.38, -1.22, -1.00], [1.75, -1.52, -1.88], [1.61, -0.23, -1.03], [1.73, 1.61, -1.42], [1.66, 1.71, -2.39], [2.66, 1.60, -1.27], [-2.09, -1.51, 2.18], [-2.20, -0.88, 1.39], [-2.39, -2.40, 1.87]]}

***

(3)
{"formula": "C47H53N10O4PS", "method": "ωB97M-V/def2-TZVPD", "e_homo_ev": -8.6, "fmax_ev_per_a": 0.915, "energy_ha": -3410.8699, "orbital_gap_ev": 7.9, "lumo_energy_ev": -0.7, "species": ["C", "C", "C", "C", "C", "C", "O", "C", "P", "O", "O", "O", "C", "N", "S", "N", "C", "C", "C", "N", "C", "H", "H", "H", "H", "H", "H", "H", "H", "H", "H", "H", "H", "H", "H", "H", "H", "H", "H", "N", "C", "C", "C", "C", "C", "H", "H", "H", "H", "H", "N", "C", "C", "C", "C", "C", "H", "H", "H", "H", "H", "N", "C", "C", "C", "C", "C", "H", "H", "H", "H", "H", "N", "C", "C", "C", "C", "C", "H", "H", "H", "H", "H", "N", "C", "C", "C", "C", "C", "H", "H", "H", "H", "H", "N", "C", "C", "C", "C", "C", "H", "H", "H", "H", "H", "N", "C", "C", "C", "C", "C", "H", "H", "H", "H", "H"], "xyz": [[5.46, 0.91, 3.36], [4.25, 1.14, 2.43], [4.11, 0.00, 1.38], [4.70, 0.37, 0.00], [2.70, -0.55, 1.34], [2.49, -1.84, 1.98], [3.57, -2.49, 2.51], [1.27, -2.46, 2.05], [1.00, -4.04, 2.90], [2.07, -4.41, 3.83], [-0.42, -3.89, 3.62], [0.68, -5.12, 1.79], [0.17, -1.81, 1.41], [-1.09, -2.25, 1.32], [-1.91, -1.13, 0.52], [-0.76, -0.05, 0.25], [0.37, -0.54, 0.78], [1.64, 0.10, 0.76], [1.72, 1.48, 0.15], [1.56, 2.59, 1.10], [0.22, 2.68, 1.69], [5.87, 1.85, 3.72], [5.19, 0.29, 4.22], [6.26, 0.40, 2.82], [3.36, 1.16, 3.05], [4.40, 2.10, 1.94], [4.74, -0.80, 1.75], [5.01, 1.42, -0.02], [5.60, -0.22, -0.21], [4.01, 0.23, -0.82], [3.83, -2.06, 3.33], [-0.47, -3.00, 4.00], [1.50, -5.57, 1.55], [0.90, 1.56, -0.57], [2.63, 1.65, -0.41], [2.19, 2.41, 1.87], [0.02, 1.90, 2.43], [-0.55, 2.60, 0.92], [0.10, 3.63, 2.21], [-3.13, -0.86, -3.82], [-3.52, -1.38, -4.99], [-3.97, -2.69, -5.13], [-4.02, -3.49, -4.01], [-3.62, -2.96, -2.79], [-3.19, -1.65, -2.75], [-3.45, -0.72, -5.84], [-4.27, -3.05, -6.10], [-4.36, -4.52, -4.08], [-3.64, -3.56, -1.88], [-2.87, -1.20, -1.81], [-6.19, -1.70, -7.38], [-6.85, -1.71, -8.53], [-7.69, -0.70, -8.95], [-7.87, 0.40, -8.12], [-7.19, 0.43, -6.91], [-6.37, -0.64, -6.59], [-6.69, -2.59, -9.15], [-8.20, -0.77, -9.91], [-8.52, 1.21, -8.42], [-7.30, 1.26, -6.23], [-5.83, -0.65, -5.65], [-2.13, 0.45, -8.04], [-2.97, 1.46, -7.85], [-2.77, 2.74, -8.36], [-1.63, 2.97, -9.11], [-0.74, 1.93, -9.31], [-1.03, 0.69, -8.76], [-3.85, 1.24, -7.26], [-3.49, 3.52, -8.17], [-1.43, 3.96, -9.52], [0.17, 2.07, -9.89], [-0.36, -0.14, -8.90], [-0.17, 3.60, 4.93], [-0.26, 2.73, 5.93], [-0.29, 3.09, 7.27], [-0.23, 4.44, 7.60], [-0.14, 5.36, 6.56], [-0.11, 4.89, 5.26], [-0.30, 1.69, 5.64], [-0.37, 2.33, 8.04], [-0.24, 4.76, 8.62], [-0.08, 6.42, 6.77], [-0.04, 5.59, 4.42], [1.33, 5.32, 10.21], [1.33, 6.46, 10.90], [2.46, 7.01, 11.50], [3.66, 6.33, 11.38], [3.68, 5.14, 10.66], [2.50, 4.68, 10.10], [0.37, 6.97, 10.98], [2.39, 7.94, 12.04], [4.56, 6.71, 11.83], [4.59, 4.57, 10.54], [2.47, 3.76, 9.54], [-3.45, -4.28, -11.05], [-3.65, -3.13, -10.41], [-2.64, -2.41, -9.77], [-1.36, -2.93, -9.80], [-1.13, -4.12, -10.46], [-2.21, -4.76, -11.07], [-4.67, -2.76, -10.40], [-2.86, -1.48, -9.27], [-0.54, -2.41, -9.32], [-0.14, -4.56, -10.51], [-2.07, -5.69, -11.60], [4.77, -2.92, 7.60], [4.41, -3.31, 6.38], [4.06, -4.61, 6.05], [4.09, -5.56, 7.06], [4.47, -5.18, 8.33], [4.79, -3.85, 8.56], [4.40, -2.53, 5.63], [3.77, -4.86, 5.04], [3.83, -6.59, 6.84], [4.51, -5.89, 9.15], [5.09, -3.51, 9.54]]}